Entry 1:
The following is a quantum chemistry calculation of C30H49CdN2O6PS2Si as an isolated structure, from the Open Molecules 2025 dataset.

```
! RIJCOSX wB97M-V def2-TZVPD def2/J DEFGRID3
* xyz 0 1
Cd 0.04 -0.68 0.04
N 0.72 0.42 2.71
C 2.03 0.02 2.96
C 2.48 -0.42 4.17
C 3.83 -0.82 4.34
C 4.73 -0.74 3.31
C 4.29 -0.28 2.05
C 5.14 -0.13 0.92
C 4.63 0.30 -0.27
C 3.24 0.53 -0.37
N 2.42 0.42 0.66
C 2.94 0.06 1.86
H 0.14 0.53 3.52
H 0.62 1.14 2.01
H 1.80 -0.46 5.02
H 4.15 -1.18 5.31
H 5.77 -1.03 3.45
H 6.19 -0.37 1.03
H 5.26 0.44 -1.14
H 2.79 0.83 -1.31
C 0.41 -2.30 -3.76
C 0.83 -0.85 -3.92
C 0.28 -0.28 -5.23
C 2.35 -0.77 -3.89
O 0.26 -0.16 -2.78
Si 0.10 1.48 -2.54
S -0.53 1.67 -0.56
O 1.60 2.10 -2.80
C 2.08 3.40 -3.22
C 1.35 4.50 -2.45
C 3.57 3.42 -2.88
C 1.88 3.55 -4.72
O -0.87 2.20 -3.64
C -2.27 2.50 -3.76
C -2.49 2.87 -5.22
C -3.10 1.27 -3.39
C -2.62 3.67 -2.85
H 0.72 -2.89 -4.63
H -0.68 -2.38 -3.66
H 0.88 -2.72 -2.88
H 0.66 -0.86 -6.07
H 0.57 0.76 -5.35
H -0.82 -0.34 -5.23
H 2.78 -1.36 -4.70
H 2.72 -1.16 -2.94
H 2.68 0.27 -3.99
H 1.43 4.31 -1.37
H 0.29 4.50 -2.71
H 1.78 5.47 -2.68
H 3.71 3.34 -1.80
H 4.02 4.35 -3.23
H 4.07 2.58 -3.37
H 0.82 3.47 -4.96
H 2.41 2.76 -5.25
H 2.26 4.52 -5.06
H -2.25 2.02 -5.86
H -1.85 3.71 -5.49
H -3.53 3.15 -5.39
H -2.85 0.43 -4.04
H -4.16 1.49 -3.49
H -2.90 0.98 -2.35
H -2.06 4.57 -3.15
H -2.38 3.43 -1.82
H -3.69 3.89 -2.93
S 1.27 -2.67 0.78
C 0.28 -4.15 0.73
C -0.38 -4.60 -0.41
C -1.04 -5.82 -0.41
C -1.05 -6.62 0.72
C -0.40 -6.18 1.87
C 0.26 -4.95 1.87
H -0.37 -3.99 -1.30
H -1.54 -6.16 -1.32
H -1.56 -7.58 0.72
H -0.40 -6.79 2.76
H 0.78 -4.61 2.76
C -5.87 0.10 0.43
O -4.74 -0.66 0.87
P -3.25 -0.23 0.33
O -2.49 0.06 1.74
C -2.75 1.33 2.34
O -2.57 -1.71 0.20
C -3.18 -2.61 -0.74
H -6.47 0.35 1.30
H -6.47 -0.48 -0.26
H -5.57 1.03 -0.07
H -2.28 1.32 3.32
H -3.82 1.49 2.48
H -2.33 2.14 1.74
H -2.64 -3.55 -0.67
H -3.10 -2.22 -1.76
H -4.22 -2.78 -0.48
*
```

Energy relative to the best compared isomer or geometry (same formula, charge and spin)   8.37 kcal/mol
Electronic energy   -3328.76929 hartree
HOMO-LUMO gap   7.9 eV
Strongest force on any atom   0.56 eV/Å
Highest occupied orbital energy   -7.5 eV

Entry 2:
The following is a quantum chemistry calculation of C5H8O as an isolated structure at a distorted geometry, from the Open Molecules 2025 dataset.

```
! RIJCOSX wB97M-V def2-TZVPD def2/J DEFGRID3
* xyz 0 1
C 1.61 0.24 -0.11
C 0.19 0.21 0.46
C -0.42 -1.21 0.28
C -1.57 -0.33 -0.15
O -2.56 -0.23 0.54
C -0.78 0.89 -0.56
H 1.50 -0.16 -1.13
H 2.05 1.23 -0.23
H 2.33 -0.43 0.38
H -0.27 0.52 1.43
H -0.68 -1.75 1.19
H 0.19 -1.83 -0.38
H -1.29 1.80 -0.21
H -0.31 1.05 -1.53
*
```

Energy relative to the best compared isomer or geometry (same formula, charge and spin)   44.30 kcal/mol
Electronic energy   -270.48729 hartree
HOMO-LUMO gap   10.4 eV
Strongest force on any atom   1.90 eV/Å
Highest occupied orbital energy   -9.4 eV

Entry 3:
The following is a quantum chemistry calculation of C13H9BrCl5CoN2O2 as an isolated structure at a distorted geometry, from the Open Molecules 2025 dataset.

```
! RIJCOSX wB97M-V def2-TZVPD def2/J DEFGRID3
* xyz 2 5
Co 0.78 -0.44 -0.72
Cl 1.81 -0.59 1.23
C 0.37 1.93 -0.49
C -0.66 0.84 -0.35
C -1.97 1.10 -0.68
Cl -3.15 -0.13 -0.67
C -2.41 2.42 -0.97
Cl -4.07 2.77 -1.03
C -1.46 3.44 -1.28
Cl -2.02 4.94 -1.84
C -0.10 3.19 -1.18
Cl 1.07 4.29 -1.68
N 1.49 1.69 3.09
C 0.40 2.06 2.16
C 1.08 2.38 0.83
O 2.13 2.93 0.80
O 1.31 1.14 -1.16
H 1.17 1.56 4.06
H 2.24 2.40 3.06
H 1.87 0.77 2.70
H -0.11 2.96 2.51
H -0.32 1.25 2.06
Br -2.83 -4.98 -0.58
C -1.10 -4.25 -0.80
C 0.02 -5.06 -0.98
C 1.25 -4.45 -1.13
C 1.33 -3.07 -1.11
N 0.25 -2.28 -0.92
C -0.94 -2.86 -0.79
H -0.08 -6.14 -0.97
H 2.14 -5.04 -1.27
H 2.29 -2.57 -1.24
H -1.80 -2.22 -0.65
*
```

Energy relative to the best compared isomer or geometry (same formula, charge and spin)   103.14 kcal/mol
Electronic energy   -7017.78340 hartree
HOMO-LUMO gap (alpha / beta)   5.9 / 4.2 eV
Strongest force on any atom   2.23 eV/Å
Highest occupied orbital energy (alpha / beta)   -14.8 / -15.1 eV
<S²>   6.1046

Entry 4:
The following is a quantum chemistry calculation of an isolated ion of composition C5H9N2O and charge +1 at a distorted geometry, from the Open Molecules 2025 dataset.

```
! RIJCOSX wB97M-V def2-TZVPD def2/J DEFGRID3
* xyz 1 1
O 0.79 -0.27 3.36
C 0.64 0.30 2.35
N 0.87 1.26 1.49
C 0.09 0.25 0.88
C -1.29 0.40 0.16
C -1.15 -0.51 -1.11
C 0.29 -0.29 -1.52
N 0.95 -0.58 -0.20
H 1.42 2.07 1.10
H -1.69 1.37 -0.17
H -2.08 -0.09 0.62
H -1.31 -1.53 -0.78
H -1.69 -0.15 -1.93
H 0.74 -0.92 -2.16
H 0.63 0.71 -1.83
H 0.80 -1.56 -0.15
H 1.99 -0.47 -0.09
*
```

Energy relative to the best compared isomer or geometry (same formula, charge and spin)   79.34 kcal/mol
Electronic energy   -380.32536 hartree
Structure (SMILES)   O=C1N[C@]12CCC[NH2+]2
HOMO-LUMO gap   10.9 eV
Strongest force on any atom   4.05 eV/Å
Highest occupied orbital energy   -14.3 eV

Entry 5:
The following is a quantum chemistry calculation of one molecule with the formula C2H2ClFO2 at a distorted geometry, from the Open Molecules 2025 dataset.

```
! RIJCOSX wB97M-V def2-TZVPD def2/J DEFGRID3
* xyz 0 1
O 1.20 -1.54 -0.04
C 0.72 -0.70 -0.73
C -0.28 0.30 -0.01
O 0.24 0.50 1.22
F -0.62 1.50 -0.68
Cl -1.94 -0.61 -0.04
H 1.11 -0.38 -1.66
H -0.43 0.93 1.93
*
```

Energy relative to the best compared isomer or geometry (same formula, charge and spin)   29.32 kcal/mol
Electronic energy   -787.90861 hartree
Structure (SMILES)   O=C[C@@](O)(F)Cl
HOMO-LUMO gap   10.8 eV
Strongest force on any atom   3.74 eV/Å
Highest occupied orbital energy   -10.8 eV

Entry 6:
The following is a quantum chemistry calculation of one molecule with the formula C4H5NO2 at a distorted geometry, from the Open Molecules 2025 dataset.

```
! RIJCOSX wB97M-V def2-TZVPD def2/J DEFGRID3
* xyz 0 1
O -2.62 0.12 -0.28
C -1.85 -0.10 -1.17
C -0.32 0.00 -1.03
O 0.39 -0.12 -2.00
N 0.13 0.28 0.27
C 1.54 0.04 0.62
C -0.59 -0.08 1.38
H -2.16 -0.41 -2.18
H 2.05 0.95 0.93
H 2.03 -0.48 -0.19
H 1.47 -0.66 1.45
H -0.07 0.47 2.19
*
```

Energy relative to the best compared isomer or geometry (same formula, charge and spin)   104.03 kcal/mol
Electronic energy   -360.50364 hartree
HOMO-LUMO gap (alpha / beta)   7.8 / 7.8 eV
Strongest force on any atom   1.11 eV/Å
Highest occupied orbital energy (alpha / beta)   -8.6 / -8.6 eV

Entry 7:
The following is a quantum chemistry calculation of one molecule with the formula C2H5N3O at a distorted geometry, from the Open Molecules 2025 dataset.

```
! RIJCOSX wB97M-V def2-TZVPD def2/J DEFGRID3
* xyz 0 1
H 2.42 -1.53 0.34
N 2.04 -0.59 0.03
C 0.79 -0.81 -0.03
N -0.08 0.29 -0.08
N 0.51 1.51 -0.04
C -1.43 0.24 0.07
O -2.03 -0.76 -0.02
H 0.27 -1.69 -0.19
H 1.13 1.53 -0.79
H 0.96 1.57 0.85
H -1.99 1.16 0.36
*
```

Energy relative to the best compared isomer or geometry (same formula, charge and spin)   52.53 kcal/mol
Electronic energy   -318.66678 hartree
Structure (SMILES)   [H]/N=C/N(N)C=O
HOMO-LUMO gap   10.8 eV
Strongest force on any atom   3.55 eV/Å
Highest occupied orbital energy   -9.9 eV

Entry 8:
The following is a quantum chemistry calculation of C53H47F3N5O2OsS3Sb as an isolated structure, from the Open Molecules 2025 dataset.

```
! RIJCOSX wB97M-V def2-TZVPD def2/J DEFGRID3
* xyz 0 1
Os 0.10 0.26 -1.02
S 0.46 -0.57 -3.12
C -1.04 -0.56 -4.07
C -2.08 -1.38 -3.65
C -3.29 -1.44 -4.34
C -4.34 -2.25 -3.81
N -5.15 -2.91 -3.32
C -3.42 -0.67 -5.51
C -2.37 0.09 -5.97
C -1.12 0.19 -5.28
S 0.10 1.23 -5.83
C -4.67 -0.63 -6.22
N -5.67 -0.56 -6.78
H -1.96 -1.97 -2.76
H -2.49 0.68 -6.87
C 1.23 3.51 -1.96
C 1.72 2.92 -0.63
C 1.61 4.02 0.45
C 0.78 1.77 -0.25
C 3.17 2.45 -0.70
C 3.72 1.79 0.40
C 5.07 1.47 0.44
C 5.89 1.79 -0.64
C 5.34 2.43 -1.74
C 3.99 2.76 -1.77
H 0.18 3.76 -1.88
H 1.36 2.80 -2.78
H 1.77 4.43 -2.19
H 0.58 4.36 0.54
H 2.24 4.87 0.17
H 1.95 3.65 1.42
H 0.30 1.92 0.74
H 3.09 1.53 1.25
H 5.48 0.98 1.30
H 6.94 1.55 -0.62
H 5.97 2.68 -2.59
H 3.60 3.27 -2.64
F 6.14 -3.10 3.80
C 5.23 -2.74 2.88
C 3.89 -2.97 3.14
C 2.96 -2.60 2.18
C 3.36 -1.99 0.99
C 4.72 -1.81 0.75
C 5.66 -2.18 1.70
Sb 1.95 -1.62 -0.56
C 0.91 -3.44 -0.29
C 1.57 -4.65 -0.08
C 0.85 -5.83 0.10
C -0.53 -5.76 0.10
F -1.22 -6.90 0.28
C -1.22 -4.58 -0.07
C -0.49 -3.42 -0.26
C 3.24 -1.90 -2.19
C 3.70 -0.77 -2.85
C 4.59 -0.87 -3.91
C 5.01 -2.13 -4.29
F 5.87 -2.25 -5.31
C 4.57 -3.28 -3.66
C 3.68 -3.16 -2.60
H 3.60 -3.44 4.07
H 1.92 -2.82 2.35
H 5.05 -1.38 -0.18
H 6.72 -2.04 1.53
H 2.65 -4.69 -0.05
H 1.34 -6.78 0.25
H -2.30 -4.58 -0.06
H -1.00 -2.47 -0.35
H 3.35 0.22 -2.56
H 4.95 0.00 -4.44
H 4.91 -4.25 -4.00
H 3.32 -4.05 -2.11
O -0.76 -0.43 1.27
S -1.40 -0.25 2.62
C -0.70 -1.56 3.67
C 0.62 -1.02 4.20
C 0.30 0.39 4.67
C -0.45 1.05 3.51
H -0.64 -2.44 3.04
H -1.41 -1.73 4.47
H 1.36 -0.98 3.40
H 1.02 -1.65 5.00
H 1.20 0.96 4.91
H -0.32 0.37 5.56
H 0.23 1.44 2.76
H -1.14 1.83 3.82
C -4.54 2.88 6.79
C -4.59 2.55 5.32
C -3.93 3.33 4.38
C -3.98 3.03 3.03
C -4.73 1.95 2.57
N -4.78 1.74 1.18
C -5.51 0.80 0.49
O -6.33 0.06 0.97
N -5.24 0.81 -0.88
C -4.08 1.26 -1.51
C -4.12 2.06 -2.65
C -2.94 2.44 -3.26
C -1.74 1.98 -2.75
N -1.70 1.18 -1.68
C -2.84 0.85 -1.05
C -5.41 1.16 3.50
C -5.32 1.46 4.85
H -3.85 3.70 6.99
H -4.22 2.01 7.37
H -5.52 3.17 7.16
H -3.38 4.21 4.71
H -3.47 3.67 2.31
H -4.27 2.41 0.63
H -5.99 0.43 -1.44
H -5.08 2.38 -3.04
H -2.93 3.02 -4.16
H -0.81 2.16 -3.27
H -2.74 0.16 -0.22
H -6.01 0.33 3.16
H -5.85 0.84 5.56
*
```

Energy relative to the best compared isomer or geometry (same formula, charge and spin)   41.33 kcal/mol
Electronic energy   -4297.12498 hartree
HOMO-LUMO gap   5.9 eV
Strongest force on any atom   0.74 eV/Å
Highest occupied orbital energy   -6.6 eV

Entry 9:
The following is a quantum chemistry calculation of CHNO3S as an isolated structure at a distorted geometry, from the Open Molecules 2025 dataset.

```
! RIJCOSX wB97M-V def2-TZVPD def2/J DEFGRID3
* xyz 0 3
C 1.40 0.58 0.61
N 0.72 0.71 -0.28
O -0.12 1.01 -1.07
O -1.47 -1.34 -1.13
O -1.16 -0.44 1.19
S -1.74 -0.32 -0.16
H 2.37 -0.18 0.83
*
```

Energy relative to the best compared isomer or geometry (same formula, charge and spin)   46.40 kcal/mol
Electronic energy   -717.07927 hartree
HOMO-LUMO gap (alpha / beta)   7.0 / 7.2 eV
Strongest force on any atom   10.04 eV/Å
Highest occupied orbital energy (alpha / beta)   -7.1 / -10.9 eV
<S²>   2.0109

Entry 10:
The following is a quantum chemistry calculation of a 4-piece molecular cluster, C30H32Cl2F13N2O overall at a distorted geometry, from the Open Molecules 2025 dataset.

```
! RIJCOSX wB97M-V def2-TZVPD def2/J DEFGRID3
* xyz 1 1
C 2.51 -3.58 -0.43
C 0.89 -3.14 -0.44
Cl 0.72 -1.79 -1.66
C 0.19 -3.07 1.01
Cl 0.91 -4.67 1.74
N 0.20 -1.88 1.90
C -0.67 -2.26 3.11
C -0.02 -2.96 4.40
C -1.08 -4.15 4.92
C -2.56 -3.54 5.33
N -3.59 -3.99 4.30
C -0.66 -0.75 1.28
O -1.99 -1.17 0.83
C -2.67 -0.11 0.08
F -4.04 -0.65 -0.25
F -2.05 0.23 -1.23
F -2.94 1.13 0.91
C 1.52 -1.23 2.22
F 2.27 -0.79 0.97
F 2.55 -2.20 2.78
C 1.63 0.05 3.18
F 0.96 -0.02 4.52
F 3.10 0.09 3.58
C 1.37 1.55 2.66
F 2.47 2.48 3.12
F 1.16 1.83 1.25
F 0.14 2.06 3.37
H 2.61 -4.77 -0.54
H 3.10 -3.16 0.48
H 3.02 -3.12 -1.40
H 0.40 -4.09 -0.99
H -0.92 -3.47 0.81
H -1.23 -1.31 3.58
H -1.59 -2.95 2.78
H 0.08 -2.26 5.36
H 1.01 -3.50 4.29
H -1.12 -5.06 4.19
H -0.60 -4.54 5.94
H -2.88 -4.01 6.36
H -2.54 -2.37 5.49
H -3.19 -4.66 3.62
H -3.88 -3.14 3.76
H -0.89 0.12 2.06
H -0.13 -0.19 0.41
F -2.46 8.42 1.05
C -2.44 7.09 1.18
C -3.40 6.32 0.55
C -3.37 4.93 0.69
C -2.38 4.33 1.47
C -1.42 5.12 2.11
C -1.44 6.50 1.96
H -4.17 6.80 -0.05
H -4.12 4.32 0.19
H -2.36 3.25 1.58
H -0.65 4.65 2.72
H -0.70 7.13 2.44
F 4.01 3.49 -3.97
C 2.87 3.13 -3.36
C 2.06 2.16 -3.93
C 0.88 1.78 -3.29
C 0.51 2.40 -2.09
C 1.32 3.39 -1.53
C 2.51 3.75 -2.17
H 2.36 1.69 -4.86
H 0.24 1.01 -3.72
H -0.42 2.12 -1.60
H 1.03 3.87 -0.60
H 3.16 4.51 -1.74
F 0.75 -4.01 -6.44
C 1.07 -2.73 -6.66
C 2.20 -2.20 -6.05
C 2.54 -0.86 -6.29
C 1.74 -0.08 -7.12
C 0.61 -0.62 -7.72
C 0.27 -1.96 -7.50
H 2.81 -2.82 -5.40
H 3.43 -0.44 -5.83
H 2.00 0.96 -7.30
H -0.02 -0.01 -8.37
H -0.60 -2.40 -7.96
*
```

Electronic energy   -3565.07117 hartree
HOMO-LUMO gap   6.6 eV
Strongest force on any atom   6.60 eV/Å
Highest occupied orbital energy   -11.1 eV

Entry 11:
The following is a quantum chemistry calculation of C12H8Br2F2NPd as an isolated structure, from the Open Molecules 2025 dataset.

```
! RIJCOSX wB97M-V def2-TZVPD def2/J DEFGRID3
* xyz 1 1
Pd -0.55 -1.07 0.86
F -3.80 2.79 -0.38
C -2.58 2.28 -0.49
C -2.30 1.08 0.15
C -1.03 0.58 0.00
C -0.03 1.22 -0.74
C -0.38 2.42 -1.35
F 0.53 3.08 -2.07
C -1.64 2.97 -1.24
C 1.25 0.53 -0.76
C 2.42 0.91 -1.41
C 3.54 0.10 -1.31
C 3.48 -1.07 -0.57
C 2.29 -1.39 0.06
N 1.22 -0.61 -0.04
H -3.08 0.59 0.72
H -1.89 3.90 -1.73
H 2.44 1.82 -1.99
H 4.45 0.39 -1.81
H 4.34 -1.72 -0.47
H 2.19 -2.29 0.65
Br -1.19 -1.98 3.55
C -2.27 -3.44 2.90
Br -2.21 -3.47 0.98
H -3.30 -3.28 3.22
H -1.87 -4.36 3.28
*
```

Energy relative to the best compared isomer or geometry (same formula, charge and spin)   12.51 kcal/mol
Electronic energy   -5992.22209 hartree
HOMO-LUMO gap   7.8 eV
Strongest force on any atom   0.19 eV/Å
Highest occupied orbital energy   -12.2 eV

Entry 12:
The following is a quantum chemistry calculation of an isolated ion of composition C2H2NO2 and charge +1 at a distorted geometry, from the Open Molecules 2025 dataset.

```
! RIJCOSX wB97M-V def2-TZVPD def2/J DEFGRID3
* xyz 1 1
C 0.57 -1.85 -0.18
C 0.30 0.00 0.06
N -0.47 1.01 0.14
O 0.46 -1.05 -1.19
O 0.75 -0.94 0.84
H -0.81 1.36 1.04
H -0.80 1.48 -0.71
*
```

Energy relative to the best compared isomer or geometry (same formula, charge and spin)   96.36 kcal/mol
Electronic energy   -282.19670 hartree
HOMO-LUMO gap (alpha / beta)   9.6 / 9.6 eV
Strongest force on any atom   4.22 eV/Å
Highest occupied orbital energy (alpha / beta)   -16.2 / -16.2 eV

The lowest electronic energy belongs to which entry? C13H9BrCl5CoN2O2